[1]
DFT (the ωB97M-V functional and the def2-TZVPD basis) results for C3H11N2S as an isolated structure at a distorted geometry.

Element x y z (Å)
N  -3.917  -0.660  0.396
C  1.606  -0.495  -0.019
C  2.441  -1.525  -0.005
S  -0.828  -0.013  -0.371
C  1.657  0.804  0.752
N  1.509  1.896  -0.141
H  -4.092  -0.834  1.368
H  -4.631  -0.006  0.091
H  -3.030  -0.156  0.372
H  0.872  -0.420  -0.866
H  3.308  -1.533  0.648
H  2.254  -2.404  -0.598
H  -1.398  -0.619  -1.437
H  0.778  0.804  1.400
H  2.542  0.871  1.380
H  2.293  1.988  -0.769
H  0.698  1.652  -0.703

Results
Energy above the lowest of the compared OMol25 structures with the same formula, charge and spin: 610.5 kJ/mol
E_HOMO: -13.776 eV
Largest force on an atom: 2.4 eV/Å
Total charge: +1
LUMO: -0.317 hartree

***

[2]
DFT (the ωB97M-V functional and the def2-TZVPD basis) results for C3H11N2S2 as an isolated structure at a distorted geometry.

Element x y z (Å)
N  0.841  -0.504  -1.443
C  2.115  -0.930  -1.340
N  2.720  -1.791  -2.164
H  0.488  -0.748  -2.374
H  0.181  0.061  -0.659
H  2.738  -0.534  -0.545
H  3.658  -2.042  -2.081
H  2.247  -2.139  -2.999
C  0.903  0.027  2.462
C  -0.532  0.002  1.988
S  -0.584  1.143  0.538
S  -2.477  0.604  -0.289
H  1.309  0.900  2.973
H  1.677  -0.302  1.738
H  0.978  -0.754  3.191
H  -1.157  0.494  2.742
H  -0.818  -1.028  1.747
H  -2.178  -0.384  -1.119

Results
Energy above the lowest of the compared OMol25 structures with the same formula, charge and spin: 99.0 kJ/mol
E_HOMO: -13.151 eV
Largest force on an atom: 2.9 eV/Å
Total charge: +1
LUMO: -0.124 hartree

***

[3]
DFT (the ωB97M-V functional and the def2-TZVPD basis) results for a 2-piece molecular cluster, C3H11N2S2 overall at a distorted geometry.

Element x y z (Å)
C  0.981  -1.697  -1.391
S  0.239  -2.023  0.251
S  -1.606  -2.760  -0.292
H  1.283  -2.584  -1.953
H  1.835  -1.051  -1.255
H  0.208  -1.261  -1.972
H  -2.208  -1.516  -0.493
C  -0.263  2.096  -0.701
N  0.213  0.104  2.341
C  -0.069  1.062  1.455
N  -0.042  0.876  0.156
H  -0.001  1.836  -1.735
H  0.351  2.888  -0.419
H  -1.284  2.381  -0.700
H  0.498  -0.841  1.984
H  0.317  0.394  3.307
H  -0.308  2.087  1.763
H  -0.144  0.008  -0.345

Results
Energy above the lowest of the compared OMol25 structures with the same formula, charge and spin: 102.3 kJ/mol
E_HOMO: -13.236 eV
Largest force on an atom: 3.2 eV/Å
Total charge: +1
LUMO: -0.131 hartree

***

[4]
DFT (the ωB97M-V functional and the def2-TZVPD basis) results for a 2-piece molecular cluster, C3H11N3 overall.

Element x y z (Å)
C  -0.006  -0.416  -1.111
C  -0.558  1.994  0.207
C  -0.971  -1.472  -0.598
N  1.499  0.248  0.661
N  1.290  -0.290  -0.535
N  0.845  -0.379  1.702
H  1.913  0.186  -1.177
H  0.599  -1.349  1.534
H  1.401  -0.272  2.540
H  0.114  -0.491  -2.193
H  -0.442  0.750  -0.718
H  -0.866  1.566  1.157
H  0.276  2.677  0.320
H  -1.387  2.443  -0.339
H  -1.888  -1.410  -1.185
H  -1.241  -1.299  0.443
H  -0.578  -2.485  -0.708

Results
Energy above the lowest of the compared OMol25 structures with the same formula, charge and spin: 546.1 kJ/mol
E_HOMO (spin up / spin down): -6.982 / -7.174 eV
Largest force on an atom: 0.8 eV/Å
Total charge: 0
LUMO (spin up / spin down): 0.011 / 0.032 hartree

***

[5]
DFT (the ωB97M-V functional and the def2-TZVPD basis) results for a 2-piece molecular cluster, C3H11N3 overall at a distorted geometry.

Element x y z (Å)
C  2.405  -0.402  0.238
C  -1.143  -1.461  -0.786
C  1.230  0.590  0.325
N  -1.688  1.691  0.687
N  -2.021  0.530  0.005
N  -1.133  -0.410  0.212
H  3.199  0.164  0.508
H  2.345  -1.234  0.956
H  2.410  -0.769  -0.803
H  -0.190  -1.967  -0.709
H  -1.916  -2.251  -0.631
H  -1.122  -1.000  -1.825
H  0.984  1.095  1.209
H  1.373  1.387  -0.522
H  -0.842  2.039  0.329
H  -1.335  1.404  1.659
H  -2.557  0.592  -0.852

Results
Energy above the lowest of the compared OMol25 structures with the same formula, charge and spin: 590.2 kJ/mol
E_HOMO (spin up / spin down): -7.631 / -7.234 eV
Largest force on an atom: 4.3 eV/Å
Total charge: 0
LUMO (spin up / spin down): 0.040 / 0.038 hartree

***

[6]
DFT (the ωB97M-V functional and the def2-TZVPD basis) results for C3H11N3 in the gas phase at a distorted geometry.

Element x y z (Å)
C  1.125  -1.096  0.678
N  0.613  -0.123  -0.361
C  1.652  0.943  -0.639
N  -0.647  0.400  -0.323
C  -1.714  -0.474  -0.831
N  -1.043  1.092  0.880
H  0.263  -1.663  0.934
H  1.972  -1.618  0.251
H  1.384  -0.606  1.598
H  1.055  1.607  -1.130
H  2.057  1.375  0.311
H  2.546  0.408  -0.985
H  -1.719  -0.595  -1.900
H  -1.722  -1.542  -0.316
H  -2.616  0.096  -0.428
H  -1.205  0.430  1.614
H  -2.000  1.366  0.647

Results
Energy above the lowest of the compared OMol25 structures with the same formula, charge and spin: 363.0 kJ/mol
E_HOMO: -8.297 eV
Largest force on an atom: 4.8 eV/Å
Total charge: 0
LUMO: 0.038 hartree
SMILES: CN(C)N(C)N

***

- What is the energy above the lowest of the compared OMol25 structures with the same formula, charge and spin in the sixth record?
  363.0 kJ/mol

***

- Which value of largest force on an atom does entry 1 give?
  2.4 eV/Å

***

- Which of these has the highest energy above the lowest of the compared OMol25 structures with the same formula, charge and spin?
  C3H11N2S